Record 1
C9H44NO14 | ωB97M-V/def2-TZVPD

```
68
Properties=species:S:1:pos:R:3:lowdin_charge:R:1
C -1.37 -1.28 -0.05 -0.04
C 0.14 -1.43 -0.34 -0.48
C 0.41 -1.01 -1.80 -0.18
C 0.32 0.52 -2.05 -0.20
C 1.26 1.27 -1.14 -0.16
C 1.25 0.90 0.40 -0.45
N 1.03 -0.61 0.56 -0.20
O 1.18 -1.05 1.95 -0.36
C 0.05 1.69 0.96 -0.08
C 2.59 1.46 1.07 -0.04
C 0.76 -2.88 -0.41 -0.06
H -1.87 -2.24 -0.14 0.06
H -1.78 -0.52 -0.70 0.06
H -1.56 -1.11 1.01 0.07
H -0.08 -1.56 -2.60 0.11
H 1.47 -1.21 -1.96 0.10
H -0.70 0.91 -2.08 0.09
H 0.65 0.64 -3.09 0.09
H 1.20 2.36 -1.22 0.09
H 2.30 1.09 -1.42 0.10
H -0.91 1.40 0.54 0.06
H 0.04 2.75 0.72 0.06
H -0.02 1.57 2.04 0.07
H 2.78 2.50 0.81 0.06
H 3.48 1.06 0.59 0.06
H 2.58 1.34 2.16 0.06
H 0.42 -3.50 -1.24 0.06
H 0.50 -3.44 0.50 0.06
H 1.84 -2.78 -0.52 0.07
O -5.54 -3.42 1.14 -0.06
H -5.15 -4.07 0.56 0.03
H -5.17 -2.59 0.84 0.03
O -1.09 -0.20 5.15 -0.07
H -0.37 -0.50 4.59 0.01
H -1.88 -0.36 4.63 0.02
O 5.49 -1.50 -5.29 -0.06
H 4.74 -1.05 -4.92 0.03
H 6.20 -0.86 -5.25 0.03
O 3.78 0.32 5.94 -0.05
H 3.45 -0.06 5.13 0.03
H 3.54 -0.30 6.63 0.03
O 1.21 -7.23 1.75 -0.06
H 1.40 -6.40 1.31 0.03
H 1.86 -7.27 2.46 0.03
O -5.85 1.13 0.24 -0.05
H -5.43 1.48 1.03 0.02
H -5.69 1.80 -0.43 0.01
O -0.29 5.48 -3.38 -0.06
H 0.12 4.63 -3.51 0.03
H 0.38 6.00 -2.93 0.03
O 5.05 -2.61 1.49 -0.06
H 4.15 -2.31 1.46 0.02
H 5.40 -2.43 0.61 0.02
O -3.20 -0.20 -6.20 -0.05
H -2.89 -0.94 -6.71 0.02
H -3.09 -0.47 -5.29 0.03
O -4.40 4.26 2.57 -0.05
H -3.56 4.37 2.13 0.03
H -4.73 5.15 2.68 0.03
O -2.70 -3.98 -4.79 -0.05
H -2.89 -3.57 -5.64 0.02
H -1.75 -3.93 -4.71 0.03
O 5.13 3.86 6.37 -0.06
H 4.51 4.52 6.08 0.03
H 4.66 3.03 6.26 0.01
O -4.76 4.25 -1.48 -0.05
H -4.64 5.17 -1.25 0.03
H -3.91 3.98 -1.82 0.03
```

Calculated values
**Net charge**: -1
**LUMO energy**: 0.065 Eh
**Highest occupied orbital energy**: -2.31 eV
**HOMO-LUMO gap**: 4.08 eV
**Energy relative to the best compared isomer or geometry (same formula, charge and spin)**: 2.980 eV

Record 2
C11H28B2N2O3PS | ωB97M-V/def2-TZVPD

```
48
Properties=species:S:1:pos:R:3:lowdin_charge:R:1
C -2.90 4.13 -3.58 -0.14
C -1.81 2.89 -3.47 -0.17
B -0.76 3.02 -2.22 -0.33
O 0.65 2.57 -2.49 0.00
B -1.10 3.54 -0.69 -0.40
O -2.15 2.84 0.12 -0.06
N -1.66 2.69 1.39 -0.06
O -2.53 3.16 2.14 0.06
P -0.21 5.01 0.20 0.35
S -0.60 6.71 -0.73 0.14
H -3.79 3.72 -4.25 0.09
H -3.38 4.43 -2.56 0.08
H -2.46 5.06 -4.19 0.10
H -1.16 2.96 -4.47 0.13
H -2.39 1.86 -3.47 0.12
H 0.72 1.70 -1.95 0.09
H 1.23 4.87 0.23 -0.01
H -0.67 5.21 1.57 -0.01
C 2.69 -4.36 1.60 -0.09
C 1.23 -4.69 1.34 -0.26
C 0.67 -4.11 0.05 -0.18
C 0.84 -2.61 -0.24 -0.10
N 0.06 -1.62 0.66 -0.22
C 0.59 -1.50 2.09 -0.08
C 1.77 -0.56 1.98 -0.15
C 1.27 0.50 1.03 -0.15
C 0.29 -0.19 0.09 -0.08
C -1.42 -1.95 0.66 0.03
H 2.91 -3.30 1.47 0.05
H 2.96 -4.63 2.63 0.09
H 3.34 -4.92 0.92 0.09
H 0.61 -4.40 2.19 0.09
H 1.13 -5.79 1.30 0.12
H -0.39 -4.39 -0.03 0.11
H 1.16 -4.64 -0.78 0.13
H 0.47 -2.44 -1.25 0.14
H 1.89 -2.32 -0.23 0.13
H -0.21 -1.04 2.70 0.15
H 0.84 -2.46 2.51 0.11
H 2.64 -1.07 1.56 0.11
H 2.06 -0.15 2.95 0.14
H 2.10 0.97 0.49 0.13
H 0.76 1.29 1.59 0.11
H 0.66 -0.26 -0.93 0.12
H -0.67 0.34 0.09 0.12
H -1.57 -2.92 1.14 0.11
H -1.77 -1.97 -0.38 0.12
H -1.95 -1.17 1.21 0.11
```

Calculated values
**Net charge**: +1
**LUMO energy**: -0.160 Eh
**Highest occupied orbital energy**: -10.84 eV
**HOMO-LUMO gap**: 6.50 eV

Record 3
C29H55N2O3PSSi | ωB97M-V/def2-TZVPD

```
92
Properties=species:S:1:pos:R:3:lowdin_charge:R:1
C 3.16 -5.83 2.44 -0.15
C 3.82 -4.86 1.26 -0.26
C 5.36 -4.54 1.76 -0.29
C 5.92 -3.33 0.80 -0.34
Si 5.96 -1.68 1.86 0.51
C 4.89 -0.28 1.09 -0.32
O 3.79 0.21 1.94 -0.21
C 2.58 -0.62 1.84 -0.17
C 1.82 -1.07 3.26 0.01
C 0.41 -1.97 3.21 -0.06
C -0.30 -2.47 1.79 -0.07
C 0.48 -2.05 0.39 -0.06
C 1.86 -1.14 0.45 -0.02
P 8.09 -1.00 1.74 0.10
S 8.44 0.46 2.99 -0.02
H 3.95 -6.70 2.60 0.08
H 3.02 -5.19 3.41 0.08
H 2.13 -6.29 2.12 0.07
H 3.90 -5.47 0.25 0.12
H 3.14 -3.91 1.17 0.10
H 5.32 -4.15 2.88 0.09
H 5.99 -5.53 1.66 0.12
H 7.03 -3.64 0.49 0.08
H 5.34 -3.19 -0.21 0.08
H 5.71 -1.96 3.26 -0.01
H 4.57 -0.62 0.02 0.09
H 5.62 0.65 0.93 0.11
H 2.20 -0.75 4.33 0.09
H -0.18 -2.27 4.20 0.09
H -1.31 -3.11 1.79 0.09
H 0.01 -2.43 -0.62 0.09
H 2.38 -0.84 -0.56 0.09
H 9.01 -2.11 1.86 -0.05
H 8.24 -0.42 0.39 -0.04
C -5.59 -2.23 -1.40 -0.04
C -5.49 -2.06 0.14 -0.48
C -6.75 -1.33 0.67 -0.14
C -6.76 0.16 0.37 -0.19
C -5.48 0.82 0.89 -0.14
C -4.19 0.14 0.36 -0.47
N -4.21 -1.36 0.49 -0.02
O -3.92 -1.66 1.83 -0.05
C -3.98 0.54 -1.13 -0.05
C -2.97 0.81 1.08 -0.04
C -5.54 -3.54 0.65 -0.05
H -6.50 -2.77 -1.67 0.09
H -5.63 -1.29 -1.95 0.05
H -4.74 -2.81 -1.79 0.09
H -6.82 -1.46 1.76 0.12
H -7.66 -1.78 0.25 0.12
H -6.88 0.33 -0.70 0.10
H -7.63 0.62 0.86 0.11
H -5.50 1.88 0.62 0.12
H -5.50 0.78 1.99 0.12
H -3.23 -0.10 -1.61 0.09
H -3.62 1.58 -1.22 0.07
H -4.90 0.52 -1.72 0.06
H -3.03 0.72 2.17 0.08
H -2.92 1.88 0.87 0.08
H -2.02 0.36 0.75 0.08
H -4.65 -4.10 0.34 0.08
H -6.42 -4.06 0.25 0.08
H -5.63 -3.60 1.74 0.07
C 0.70 4.52 -0.06 -0.04
C 1.30 3.53 -1.09 -0.47
C 2.29 4.27 -2.03 -0.14
C 1.59 5.13 -3.08 -0.19
C 0.59 4.30 -3.87 -0.14
C -0.44 3.56 -2.97 -0.47
N 0.20 2.82 -1.82 -0.02
O 0.74 1.63 -2.34 -0.04
C -1.48 4.58 -2.43 -0.04
C -1.30 2.63 -3.89 -0.04
C 2.15 2.57 -0.18 -0.05
H 1.49 5.02 0.50 0.09
H 0.12 5.32 -0.51 0.05
H 0.06 4.00 0.66 0.09
H 2.92 3.54 -2.56 0.12
H 2.97 4.90 -1.45 0.12
H 1.09 5.98 -2.60 0.10
H 2.33 5.55 -3.76 0.11
H 0.07 4.95 -4.58 0.12
H 1.14 3.57 -4.47 0.12
H -2.07 4.15 -1.61 0.09
H -2.20 4.87 -3.21 0.08
H -1.03 5.52 -2.09 0.06
H -0.69 1.91 -4.45 0.08
H -1.84 3.21 -4.64 0.08
H -2.04 2.07 -3.31 0.07
H 1.51 1.98 0.48 0.08
H 2.84 3.14 0.45 0.09
H 2.77 1.88 -0.77 0.07
```

Calculated values
**LUMO energy (spin up / spin down)**: 0.008 / -0.012 Eh
**2S+1**: 3
**Highest occupied orbital energy (spin up / spin down)**: -8.16 / -8.16 eV
**HOMO-LUMO gap (spin up / spin down)**: 8.38 / 7.82 eV
**Energy relative to the best compared isomer or geometry (same formula, charge and spin)**: 11.089 eV

Record 4
C41H23CaN15O2Se | ωB97M-V/def2-TZVPD

```
83
Properties=species:S:1:pos:R:3:lowdin_charge:R:1
Ca -0.71 -0.31 0.39 1.29
C 3.17 -5.88 0.06 -0.10
C 4.22 -4.99 0.28 -0.10
C 3.98 -3.66 0.57 -0.02
C 2.66 -3.24 0.64 -0.10
C 2.04 -1.93 0.94 -0.30
N 0.71 -2.07 0.86 0.03
C 0.36 -3.36 0.58 -0.28
N -0.84 -3.88 0.51 0.20
C -2.00 -3.23 0.76 -0.28
C -3.31 -3.87 0.71 -0.10
C -3.72 -5.16 0.39 -0.03
C -5.07 -5.45 0.45 -0.11
C -6.00 -4.47 0.83 -0.11
C -5.60 -3.18 1.15 -0.03
C -4.24 -2.89 1.09 -0.10
C -3.47 -1.68 1.36 -0.28
N -4.00 -0.53 1.77 0.20
C -3.32 0.57 2.08 -0.29
N -1.97 0.74 2.02 0.04
C -1.62 1.95 2.47 -0.30
N -0.39 2.46 2.62 0.19
C 0.74 1.85 2.32 -0.28
N 0.91 0.62 1.76 0.04
C 2.21 0.30 1.69 -0.30
N 2.74 -0.86 1.30 0.20
C 3.00 1.42 2.22 -0.13
C 4.36 1.62 2.35 -0.02
C 4.79 2.83 2.88 -0.09
C 3.87 3.80 3.29 -0.10
C 2.50 3.59 3.16 -0.02
C 2.08 2.40 2.61 -0.11
C -2.84 2.68 2.85 -0.11
C -3.06 3.95 3.36 -0.03
C -4.37 4.33 3.61 -0.11
C -5.44 3.46 3.36 -0.11
C -5.22 2.19 2.85 -0.03
C -3.91 1.80 2.59 -0.10
N -2.16 -1.96 1.15 0.04
C 1.61 -4.13 0.42 -0.10
C 1.85 -5.47 0.14 -0.03
H 3.40 -6.92 -0.17 0.09
H 5.24 -5.35 0.21 0.09
H 4.78 -2.95 0.74 0.11
H -2.99 -5.90 0.10 0.10
H -5.42 -6.44 0.20 0.09
H -7.06 -4.72 0.86 0.09
H -6.31 -2.42 1.44 0.10
H 5.06 0.87 2.01 0.11
H 5.85 3.03 2.98 0.09
H 4.24 4.74 3.69 0.09
H 1.78 4.35 3.46 0.11
H -2.23 4.61 3.55 0.11
H -4.58 5.32 4.00 0.09
H -6.45 3.79 3.56 0.09
H -6.04 1.51 2.65 0.11
H 1.03 -6.15 -0.03 0.11
N -0.95 1.87 -0.95 -0.04
N -2.02 1.54 -1.83 -0.03
C -2.09 0.19 -2.33 -0.79
O -2.84 0.04 -3.29 -0.02
O -1.38 -0.69 -1.74 -0.26
H -1.17 2.74 -0.48 0.09
H -0.10 2.04 -1.49 0.04
H -2.11 2.15 -2.63 0.11
N 3.27 5.43 -3.74 0.03
C 3.66 4.70 -2.93 -0.49
N 4.22 3.93 -2.00 0.01
C 3.46 3.01 -1.46 -0.42
N 2.85 2.18 -0.90 0.08
Se 1.55 -0.19 -2.44 1.18
N 0.86 1.10 -3.41 -0.19
C 1.58 1.15 -4.53 -0.38
C 1.39 2.11 -5.56 -0.02
C 2.20 2.07 -6.65 -0.10
C 3.22 1.08 -6.79 -0.11
C 3.43 0.14 -5.82 -0.04
C 2.62 0.17 -4.65 -0.40
N 2.76 -0.67 -3.62 -0.23
H 0.63 2.87 -5.44 0.11
H 2.09 2.81 -7.44 0.09
H 3.84 1.08 -7.67 0.09
H 4.21 -0.61 -5.90 0.10
```

Calculated values
**Net charge**: -2
**LUMO energy (spin up / spin down)**: 0.110 / 0.109 Eh
**Highest occupied orbital energy (spin up / spin down)**: -1.97 / -1.98 eV
**HOMO-LUMO gap (spin up / spin down)**: 4.96 / 4.95 eV
**Energy relative to the best compared isomer or geometry (same formula, charge and spin)**: 0.948 eV

Record 5
C6H7IN4 | ωB97M-V/def2-TZVPD

```
18
Properties=species:S:1:pos:R:3:lowdin_charge:R:1
C -0.15 1.64 -0.34 0.04
C -0.15 1.17 -1.68 -0.36
C 0.05 -1.20 1.64 -0.36
C 0.01 -1.65 0.34 -0.71
C 0.03 2.14 -2.80 -0.05
C 0.07 -1.91 2.95 -0.04
N -0.13 -0.16 -1.75 0.12
N -0.10 0.15 1.59 0.13
N -0.11 -0.57 -0.49 -0.14
N -0.10 0.45 0.37 -0.13
I 0.31 -3.41 -0.68 0.89
H -0.31 2.57 0.12 0.10
H -0.47 1.78 -3.80 0.12
H -0.36 3.04 -2.38 0.05
H 1.13 2.34 -2.92 0.10
H -0.21 -3.00 2.78 0.10
H -0.61 -1.57 3.71 0.07
H 1.10 -1.79 3.32 0.08
```

Calculated values
**LUMO energy**: 0.019 Eh
**Highest occupied orbital energy**: -7.80 eV
**HOMO-LUMO gap**: 8.32 eV
**Energy relative to the best compared isomer or geometry (same formula, charge and spin)**: 1.710 eV

Record 6
C3HBr2O2 | ωB97M-V/def2-TZVPD

```
8
Properties=species:S:1:pos:R:3:lowdin_charge:R:1
C -0.77 0.80 -0.63 -0.21
C -0.39 0.57 0.52 -0.72
C 1.73 -0.89 0.31 -0.56
O 2.57 -0.11 0.47 0.16
O 1.11 -1.83 0.08 0.18
Br -3.48 0.43 -1.45 -0.57
Br -0.37 0.17 2.35 0.69
H -0.39 0.85 -1.63 0.03
```

Calculated values
**Net charge**: -1
**LUMO energy**: 0.101 Eh
**Highest occupied orbital energy**: -3.62 eV
**HOMO-LUMO gap**: 6.38 eV
**Energy relative to the best compared isomer or geometry (same formula, charge and spin)**: 1.180 eV

Number 6 is which compound?
C3HBr2O2